Entry i
Below is a gas-phase ion, C8H14FIN (charge +1), with properties calculated with the ωB97M-V functional and the def2-TZVPD basis.

XYZ file:
```
25
C8H14FIN the ωB97M-V functional and the def2-TZVPD basis
C 1.861 -2.566 -1.072
C 0.891 -1.420 -0.812
C 1.324 -0.587 0.384
I 3.122 0.574 -0.011
C 0.089 0.368 0.945
C -0.883 -0.502 1.753
C -0.680 1.391 0.119
C 0.067 2.299 -0.769
N -1.950 1.726 0.283
C -3.120 1.613 -0.121
F -3.426 0.795 -1.096
H 2.862 -2.189 -1.265
H 1.544 -3.133 -1.942
H 1.899 -3.238 -0.218
H -0.097 -1.839 -0.610
H 0.811 -0.798 -1.708
H 1.572 -1.217 1.234
H 0.621 1.018 1.659
H -0.344 -1.192 2.395
H -1.541 -1.081 1.110
H -1.496 0.124 2.401
H 0.923 1.805 -1.229
H 0.477 3.126 -0.182
H -0.576 2.742 -1.527
H -3.952 2.181 0.277
```

Summary:
charge: +1
SMILES string: CC[C@@H](I)[C@H](C)C(C)=[N+]=CF
LUMO: -5.1307 eV
HOMO-LUMO gap: 7.7 eV

***

Entry ii
Below is a gas-phase ion, C8H14FIN (charge +1), with properties calculated with the ωB97M-V functional and the def2-TZVPD basis.

XYZ file:
```
25
C8H14FIN the ωB97M-V functional and the def2-TZVPD basis
C -0.671 -1.285 2.424
C -0.385 0.111 1.824
C -0.236 -0.037 0.316
C -1.573 0.290 -0.274
N 0.455 -1.140 -0.371
C 0.491 -2.385 -0.598
F 1.374 -2.921 -1.386
C 0.989 0.167 -0.524
I 2.792 0.375 0.602
C 0.999 0.838 -1.891
C 0.675 2.374 -1.443
H -1.467 -1.808 1.912
H -0.715 -1.251 3.444
H 0.259 -1.847 2.311
H 0.462 0.643 2.230
H -1.261 0.794 2.055
H -1.561 -0.244 -1.256
H -1.635 1.356 -0.276
H -2.378 -0.088 0.321
H -0.425 -2.993 -0.528
H 1.870 0.729 -2.356
H 0.245 0.375 -2.541
H -0.399 2.224 -1.314
H 0.889 3.178 -2.132
H 1.205 2.545 -0.549
```

Summary:
charge: +1
SMILES string: CC[C@]1(C)/[N+](=C/F)[C@@]1(I)CC
LUMO: -4.7931 eV
HOMO-LUMO gap: 8.8 eV

***

Which of them is most stable, and which least? Most stable: entry i; least stable: entry ii.

***

Entry i
Below is a gas-phase ion, C3H7N2O (charge +1), with properties calculated with the ωB97M-V functional and the def2-TZVPD basis.

XYZ file:
```
13
C3H7N2O the ωB97M-V functional and the def2-TZVPD basis
C 1.557 -1.816 -0.676
N 0.604 -1.237 -0.032
C 0.017 0.043 0.076
O -0.266 0.198 1.476
C -0.617 1.041 -0.643
N -1.339 1.962 0.004
H 1.857 -2.872 -0.310
H 1.831 -1.398 -1.606
H 0.261 -1.757 0.864
H 0.363 0.685 2.024
H -0.798 0.995 -1.769
H -1.512 1.659 0.988
H -1.959 2.497 -0.395
```

Summary:
charge: +1
SMILES string: C=[NH+]/C(O)=C/N
LUMO (alpha / beta): -5.0776 / -5.0781 eV
HOMO-LUMO gap (alpha / beta): 7.9 / 7.9 eV

***

Entry ii
Below is 2 unconnected molecules or ions with the total composition C3H7N2O, with properties calculated with the ωB97M-V functional and the def2-TZVPD basis.

XYZ file:
```
13
C3H7N2O the ωB97M-V functional and the def2-TZVPD basis
C -0.142 0.927 -1.164
C 1.128 0.977 -0.526
N 1.358 -0.346 -0.134
C 0.355 -1.157 -0.500
N -0.576 -0.374 -1.052
H -0.498 1.599 -1.880
H 2.000 1.652 -0.501
H 2.250 -0.625 0.295
H 0.347 -2.206 -0.150
H -1.526 -0.708 -1.309
H -1.838 -0.635 2.240
H -1.509 0.764 2.709
O -1.349 0.131 1.972
```

Summary:
charge: +1
LUMO: -3.2676 eV
HOMO-LUMO gap: 11.1 eV

***

Entry iii
Below is 2 unconnected molecules or ions with the total composition C3H7N2O, with properties calculated with the ωB97M-V functional and the def2-TZVPD basis.

XYZ file:
```
13
C3H7N2O the ωB97M-V functional and the def2-TZVPD basis
C 0.134 1.297 -0.484
C -2.488 0.561 0.058
C 1.323 -0.607 0.347
N -2.863 -0.398 -0.621
N 0.405 0.035 -0.413
O -1.913 1.459 0.531
H 0.665 1.796 0.336
H -0.516 1.705 -1.155
H 2.165 -0.780 -0.319
H 0.987 -1.541 0.755
H 1.498 0.112 1.097
H -0.250 -0.529 -0.959
H -3.402 -1.194 -0.377
```

Summary:
charge: +1
LUMO: -4.8907 eV
HOMO-LUMO gap: 10.8 eV

***

Which of them is most stable, and which least? Most stable: entry ii; least stable: entry i.

***

Entry i
Below is 2 unconnected molecules or ions with the total composition C3H7N2O, with properties calculated with the ωB97M-V functional and the def2-TZVPD basis.

XYZ file:
```
13
C3H7N2O the ωB97M-V functional and the def2-TZVPD basis
C -1.423 -0.645 1.036
C -1.658 0.465 0.259
N -0.476 1.126 0.259
C 0.521 0.386 0.765
N -0.074 -0.735 1.257
H -2.167 -1.166 1.638
H -2.509 0.741 -0.351
H -0.261 1.894 -0.363
H 1.473 0.501 0.278
H 0.428 -1.554 1.613
H 2.754 -0.647 -1.990
H 1.576 0.105 -2.570
O 1.815 -0.470 -1.831
```

Summary:
charge: +1
LUMO: -3.6812 eV
HOMO-LUMO gap: 10.7 eV

***

Entry ii
Below is a gas-phase ion, C3H7N2O (charge +1), with properties calculated with the ωB97M-V functional and the def2-TZVPD basis.

XYZ file:
```
13
C3H7N2O the ωB97M-V functional and the def2-TZVPD basis
N -1.158 -1.650 -0.075
C -1.108 -0.268 -0.220
O -2.291 0.615 -0.402
C -1.434 0.863 0.621
C -0.011 0.914 -0.475
N 1.340 0.499 0.021
H -1.154 -1.853 0.857
H -1.833 -2.117 -0.667
H -1.465 1.106 1.661
H -0.052 1.466 -1.427
H 2.151 0.742 -0.621
H 1.489 -0.471 -0.225
H 1.436 0.939 0.932
```

Summary:
charge: +1
SMILES string: N[C@@]12O[C@@H]1[C@H]2[NH3+]
LUMO: -3.9620 eV
HOMO-LUMO gap: 9.9 eV

***

Entry iii
Below is 2 unconnected molecules or ions with the total composition C3H7N2O, with properties calculated with the ωB97M-V functional and the def2-TZVPD basis.

XYZ file:
```
13
C3H7N2O the ωB97M-V functional and the def2-TZVPD basis
C 1.227 -0.400 -0.879
C 1.457 0.467 0.130
N 0.268 1.122 0.354
C -0.667 0.682 -0.472
N -0.071 -0.188 -1.278
H 1.873 -1.104 -1.361
H 2.335 0.632 0.730
H 0.030 1.616 1.199
H -1.720 0.856 -0.570
H -0.506 -0.655 -2.063
H -1.626 -0.863 2.419
H -2.187 -1.831 1.343
O -1.470 -1.221 1.537
```

Summary:
charge: +1
LUMO: -3.0816 eV
HOMO-LUMO gap: 11.5 eV

***

Entry iv
Below is a gas-phase ion, C3H7N2O (charge +1), with properties calculated with the ωB97M-V functional and the def2-TZVPD basis.

XYZ file:
```
13
C3H7N2O the ωB97M-V functional and the def2-TZVPD basis
C 0.848 -0.978 -0.128
C -1.015 1.225 -0.208
C -1.361 -0.065 0.354
N 1.381 0.183 -0.128
N -0.482 -1.131 -0.070
O 2.668 0.382 0.200
H 1.437 -1.892 -0.211
H -0.671 1.291 -1.228
H -1.110 2.132 0.365
H -1.395 -0.017 1.453
H -2.385 -0.322 0.039
H -0.874 -2.042 -0.266
H 2.959 1.233 -0.172
```

Summary:
charge: +1
LUMO (alpha / beta): -6.9457 / -6.1559 eV
HOMO-LUMO gap (alpha / beta): 6.5 / 7.7 eV

***

Which of them is most stable, and which least? Most stable: entry iii; least stable: entry ii.

***

Entry i
Below is 4 unconnected molecules or ions with the total composition H6IO3, with properties calculated with the ωB97M-V functional and the def2-TZVPD basis.

XYZ file:
```
10
H6IO3 the ωB97M-V functional and the def2-TZVPD basis
I -7.519 -15.821 -16.105
O -3.902 -15.527 -16.009
H -4.410 -14.814 -15.667
H -4.562 -16.112 -16.404
O -5.519 -12.887 -17.414
H -4.900 -12.852 -18.161
H -6.068 -13.638 -17.564
O -7.708 -14.498 -12.560
H -7.406 -14.562 -13.485
H -8.103 -15.351 -12.307
```

Summary:
charge: -1
LUMO: 3.5544 eV
HOMO-LUMO gap: 7.8 eV

***

Entry ii
Below is 4 unconnected molecules or ions with the total composition H6IO3, with properties calculated with the ωB97M-V functional and the def2-TZVPD basis.

XYZ file:
```
10
H6IO3 the ωB97M-V functional and the def2-TZVPD basis
I -0.067 0.585 -0.797
O 1.727 1.470 2.148
H 2.107 0.538 2.167
H 1.293 1.407 1.305
O 1.192 -1.680 -3.195
H 0.576 -1.985 -3.693
H 0.792 -1.379 -2.291
O -2.740 0.712 1.654
H -2.792 -0.368 1.712
H -2.087 0.700 0.989
```

Summary:
charge: -1
LUMO: 3.5924 eV
HOMO-LUMO gap: 8.1 eV

***

Which of them is most stable, and which least? Most stable: entry i; least stable: entry ii.

***

Entry i
Below is 3 unconnected molecules or ions with the total composition C7H16O2, with properties calculated with the ωB97M-V functional and the def2-TZVPD basis.

XYZ file:
```
25
C7H16O2 the ωB97M-V functional and the def2-TZVPD basis
C -0.161 -0.416 0.426
C 0.729 0.582 -0.040
C 0.607 -0.211 2.340
C 0.082 0.375 -1.979
C -1.611 -0.039 0.584
C 0.080 -1.874 0.133
C -0.023 1.790 -2.497
O 2.082 0.434 -0.067
O -0.222 -0.957 3.194
H 2.306 -0.479 -0.286
H -0.993 -0.426 3.419
H 0.478 1.609 0.205
H 0.710 0.831 2.655
H 1.570 -0.713 2.282
H -0.823 -0.199 -2.165
H 0.921 -0.179 -2.398
H -2.046 -0.627 1.394
H -2.174 -0.263 -0.322
H -1.732 1.021 0.806
H -0.203 -2.458 1.010
H -0.531 -2.204 -0.707
H 1.122 -2.099 -0.096
H -0.212 1.832 -3.576
H -0.851 2.319 -2.016
H 0.895 2.348 -2.298
```

Summary:
LUMO: 0.7161 eV
HOMO-LUMO gap: 7.8 eV

***

Entry ii
Below is 2 unconnected molecules or ions with the total composition C7H16O2, with properties calculated with the ωB97M-V functional and the def2-TZVPD basis.

XYZ file:
```
25
C7H16O2 the ωB97M-V functional and the def2-TZVPD basis
C 0.894 -1.811 -0.371
C 1.943 -0.835 0.275
O 2.089 -0.302 1.352
O 2.643 -0.313 -0.827
H 0.162 -2.089 0.371
H 0.355 -1.378 -1.277
H 1.518 -2.649 -0.633
H 3.337 0.241 -0.498
C 0.461 2.443 0.272
C -0.442 1.500 -0.677
C -1.297 0.385 0.038
C -2.491 -0.316 -0.675
C -3.462 -0.805 0.558
H -0.179 3.203 0.785
H 0.796 1.771 1.196
H 1.365 2.989 -0.100
H 0.362 0.940 -1.226
H -1.154 2.165 -1.274
H -0.621 -0.424 0.416
H -1.783 0.700 1.035
H -2.107 -1.450 -0.871
H -2.791 0.342 -1.602
H -3.818 0.068 1.180
H -4.151 -1.667 0.352
H -2.786 -1.215 1.435
```

Summary:
SMILES string: CC(=O)O.CCCCC
LUMO: 0.7658 eV
HOMO-LUMO gap: 11.2 eV

***

Which of them is most stable, and which least? Most stable: entry ii; least stable: entry i.